Formula: C5H8O
Source: the Open Molecules 2025 dataset
Level of theory: ωB97M-V/def2-TZVPD

```
14
Properties=species:S:1:pos:R:3:forces:R:3
C -1.939 0.112 0.967 0.3 0.0 0.1
C 0.671 0.049 0.728 0.5 0.0 -0.2
C 0.862 1.033 -0.434 0.1 0.1 0.0
C 1.516 -0.119 -1.196 0.3 0.0 -0.4
O 2.362 -0.193 -2.046 -0.4 0.0 0.5
C 0.862 -1.123 -0.244 0.1 -0.1 0.0
H -2.060 -0.168 -0.078 0.2 0.0 0.0
H -2.465 -0.599 1.594 -0.1 -0.1 0.1
H -2.315 1.117 1.125 -0.1 0.1 0.0
H -0.855 0.112 1.327 -0.7 -0.1 -0.3
H 1.430 1.950 -0.237 -0.1 -0.2 0.0
H -0.087 1.315 -0.910 0.1 -0.1 0.1
H 1.434 -1.988 0.110 -0.1 0.2 0.0
H -0.085 -1.492 -0.659 0.1 0.2 0.1
```
Positions in Å, forces in eV/Å.

Summary:
Total charge   0
Energy above the lowest of the compared OMol25 structures with the same formula, charge and spin   115.61 kcal/mol

Let us look at the natural (NBO) charges, expressed in e, one per atom:
1 C -0.80
2 C 0.16
3 C -0.68
4 C 0.59
5 O -0.50
6 C -0.68
7 H 0.20
8 H 0.22
9 H 0.22
10 H 0.22
11 H 0.25
12 H 0.27
13 H 0.26
14 H 0.27



Formula: C5H8O
Source: the Open Molecules 2025 dataset
Level of theory: ωB97M-V/def2-TZVPD

```
14
Properties=species:S:1:pos:R:3:forces:R:3
O -0.606 2.434 -0.472 0.1 -0.4 0.2
C -0.375 1.324 -0.059 -0.1 0.3 -0.1
C -1.422 0.249 0.250 0.0 0.0 0.0
C -0.589 -0.921 0.698 0.2 0.0 0.1
C 0.716 -0.646 0.702 -0.2 -0.1 0.0
C 1.014 0.755 0.246 0.0 0.0 0.0
H -2.110 0.617 1.022 0.1 0.0 -0.1
H -2.030 0.046 -0.641 0.1 0.0 0.1
H -1.019 -1.880 0.970 0.1 0.1 0.0
H 1.494 -1.354 0.971 -0.1 0.1 0.0
H 1.512 1.371 1.004 -0.1 -0.1 -0.1
H 1.638 0.799 -0.657 -0.1 0.0 0.1
H 0.575 -1.420 -1.814 0.2 0.0 -0.1
H 1.199 -1.373 -2.220 -0.1 0.0 0.0
```
Positions in Å, forces in eV/Å.

Summary:
Total charge   0
Energy above the lowest of the compared OMol25 structures with the same formula, charge and spin   36.03 kcal/mol
Structure (SMILES)   O=C1CC=CC1.[H][H]

Let us look at the natural (NBO) charges, expressed in e, one per atom:
1 O -0.52
2 C 0.62
3 C -0.56
4 C -0.19
5 C -0.18
6 C -0.57
7 H 0.24
8 H 0.24
9 H 0.22
10 H 0.22
11 H 0.24
12 H 0.24
13 H 0.00
14 H 0.00